{
  "formula": "C3H2N4O2",
  "method": "the ωB97M-V functional and the def2-TZVPD basis",
  "homo_lumo_gap_ev": 6.6,
  "smiles": "O=c1nc[nH]c(=O)nn1",
  "de_lowest_ev": 2.9131,
  "lumo_energy_ha": -0.1189,
  "symbols": ["C", "C", "C", "H", "H", "N", "N", "N", "N", "O", "O"],
  "xyz": [[1.646, -0.601, 0.038], [0.267, 1.258, 0.030], [-1.331, -0.691, -0.069], [0.243, 2.333, -0.082], [-1.785, 1.282, 0.066], [1.453, 0.783, -0.002], [-0.988, 0.662, 0.019], [-0.298, -1.546, -0.252], [0.667, -1.391, 0.674], [2.640, -1.098, -0.313], [-2.514, -0.991, -0.109]],
  "lowdin_charge": [-0.599, -0.128, -0.552, 0.133, 0.156, 0.177, 0.145, 0.176, 0.244, 0.164, 0.085]
}

{
  "formula": "C2H3NOS",
  "method": "the ωB97M-V functional and the def2-TZVPD basis",
  "homo_lumo_gap_ev": 10.1,
  "smiles": "N#C[C@H](O)S",
  "de_lowest_ev": 1.3273,
  "lumo_energy_ha": 0.0040,
  "symbols": ["C", "C", "N", "O", "S", "H", "H", "H"],
  "xyz": [[1.208, -0.181, 0.271], [-0.215, -0.258, 0.047], [2.311, -0.248, 0.567], [-0.450, -0.993, -1.092], [-0.856, 1.591, -0.231], [-0.833, -0.751, 0.965], [-1.380, -1.256, -0.970], [0.215, 2.095, 0.443]],
  "lowdin_charge": [-0.269, -0.660, 0.182, -0.069, 0.682, 0.168, 0.109, -0.143]
}

{
  "formula": "C3H8BrCuO3S",
  "method": "the ωB97M-V functional and the def2-TZVPD basis",
  "homo_lumo_gap_ev": [5.5, 5.5],
  "de_lowest_ev": 2.7762,
  "lumo_energy_ha": [-0.2800, -0.2798],
  "total_charge": 1,
  "s2": 0.75,
  "spin_multiplicity": 2,
  "symbols": ["Cu", "Br", "O", "S", "O", "O", "C", "C", "C", "H", "H", "H", "H", "H", "H", "H", "H"],
  "xyz": [[3.860, -3.729, 3.537], [0.984, -6.926, 2.532], [1.258, 0.281, -2.156], [0.932, -0.289, -0.858], [1.911, -1.031, -0.048], [0.260, 0.904, 0.192], [-0.301, 2.019, -0.411], [-1.309, 2.511, 0.646], [-0.483, -1.396, -1.029], [-0.835, 1.737, -1.319], [0.445, 2.798, -0.569], [-2.001, 3.171, 0.124], [-0.892, 3.120, 1.449], [-1.823, 1.649, 1.071], [-0.874, -1.656, -0.045], [-0.006, -2.306, -1.392], [-1.126, -0.856, -1.724]],
  "lowdin_charge": [0.954, 0.044, -0.280, 0.697, -0.344, -0.277, -0.313, -0.059, -0.110, 0.115, 0.125, 0.078, 0.077, 0.078, 0.073, 0.069, 0.073]
}

{
  "formula": "C30H53BrCaN4P2",
  "method": "the ωB97M-V functional and the def2-TZVPD basis",
  "homo_lumo_gap_ev": 6.6,
  "de_lowest_ev": 3.3268,
  "lumo_energy_ha": -0.2334,
  "total_charge": 2,
  "symbols": ["N", "C", "C", "C", "C", "C", "C", "Ca", "P", "C", "C", "C", "C", "C", "C", "C", "Br", "H", "H", "H", "H", "H", "H", "H", "H", "H", "H", "P", "C", "C", "H", "H", "H", "H", "H", "C", "C", "H", "H", "H", "H", "H", "C", "C", "H", "H", "H", "H", "H", "C", "C", "H", "H", "H", "H", "H", "C", "C", "H", "H", "H", "H", "H", "C", "C", "H", "H", "H", "H", "H", "C", "N", "C", "C", "N", "N", "C", "C", "H", "H", "H", "H", "H", "H", "H", "H", "H", "H", "H", "H", "H"],
  "xyz": [[-4.909, -1.618, 2.878], [-4.273, -0.576, 3.417], [-4.180, 0.663, 2.768], [-4.801, 0.806, 1.497], [-5.472, -0.307, 0.955], [-5.541, -1.483, 1.706], [-4.552, 1.978, 0.699], [0.544, 1.322, -0.667], [2.973, 0.104, -1.970], [-4.431, 1.914, -0.656], [-3.166, 2.274, -1.268], [-2.815, 1.847, -2.571], [-1.509, 2.017, -3.045], [-0.654, 2.764, -2.240], [-0.973, 3.256, -0.970], [-2.228, 2.963, -0.457], [1.231, 3.287, -2.887], [-4.340, 2.892, 1.265], [-5.212, 1.558, -1.307], [-3.559, 1.455, 3.176], [-5.873, -0.282, -0.059], [-3.802, -0.710, 4.389], [-6.095, -2.344, 1.334], [-3.590, 1.417, -3.208], [-2.488, 3.319, 0.538], [-1.198, 1.682, -4.031], [-0.228, 3.841, -0.419], [-0.540, -2.281, -0.653], [3.443, 1.744, -1.222], [4.231, 2.705, -2.125], [4.004, 1.550, -0.299], [2.534, 2.313, -0.900], [4.541, 3.580, -1.539], [5.124, 2.253, -2.560], [3.595, 3.099, -2.930], [2.452, 0.369, -3.716], [3.555, 0.523, -4.746], [1.792, 1.258, -3.754], [1.806, -0.489, -3.974], [3.110, 0.764, -5.721], [4.260, 1.333, -4.516], [4.106, -0.417, -4.863], [4.490, -0.915, -2.053], [5.802, -0.143, -2.067], [4.427, -1.595, -2.918], [4.433, -1.556, -1.157], [6.640, -0.841, -1.972], [5.953, 0.393, -3.009], [5.866, 0.560, -1.230], [0.336, -3.811, -0.094], [1.843, -3.820, -0.330], [-0.136, -4.658, -0.617], [0.131, -3.938, 0.978], [2.252, -4.786, -0.005], [2.103, -3.687, -1.385], [2.350, -3.031, 0.239], [-0.459, -2.565, -2.470], [-1.479, -1.759, -3.267], [-0.591, -3.646, -2.635], [0.567, -2.301, -2.773], [-1.466, -2.081, -4.317], [-2.499, -1.897, -2.888], [-1.263, -0.684, -3.237], [-2.275, -2.828, -0.310], [-2.571, -3.335, 1.100], [-2.525, -3.603, -1.054], [-2.906, -1.950, -0.524], [-3.588, -3.745, 1.135], [-1.887, -4.124, 1.428], [-2.529, -2.523, 1.835], [0.574, 3.286, 3.922], [0.555, 1.845, 4.137], [0.680, 1.425, 5.525], [0.473, 1.018, 3.055], [0.302, 1.551, 1.831], [0.584, -0.327, 3.180], [0.782, -1.092, 4.391], [0.441, -1.064, 1.944], [0.820, 3.787, 4.865], [-0.407, 3.655, 3.588], [1.333, 3.540, 3.169], [-0.075, 0.682, 5.814], [1.690, 1.056, 5.761], [0.506, 2.295, 6.172], [0.133, 2.549, 1.940], [-0.149, -1.173, 4.977], [1.094, -2.093, 4.092], [1.580, -0.669, 5.008], [-0.490, -0.761, 1.435], [1.289, -0.856, 1.264], [0.399, -2.130, 2.179]],
  "lowdin_charge": [0.065, -0.131, 0.001, -0.209, -0.003, -0.123, -0.021, 1.183, 0.900, -0.029, -0.173, 0.018, -0.095, -0.628, -0.254, -0.008, 0.913, 0.131, 0.126, 0.106, 0.117, 0.110, 0.119, 0.140, 0.123, 0.129, 0.120, 0.930, -0.487, -0.172, 0.089, -0.041, 0.093, 0.059, -0.011, -0.461, -0.135, -0.045, 0.071, 0.087, 0.065, 0.077, -0.394, -0.140, 0.091, 0.072, 0.089, 0.068, 0.070, -0.414, -0.149, 0.097, 0.059, 0.084, 0.062, 0.055, -0.435, -0.150, 0.092, 0.052, 0.087, 0.065, 0.031, -0.407, -0.147, 0.092, 0.062, 0.077, 0.063, 0.052, -0.048, -0.129, -0.051, -0.401, -0.020, -0.123, -0.040, -0.140, 0.100, 0.097, 0.096, 0.089, 0.098, 0.098, -0.001, 0.102, 0.098, 0.082, 0.025, 0.064, 0.078]
}